Record 1
Entry from the Open Molecules 2025 dataset: C6H9N3O2 as an isolated structure at a distorted geometry (the ωB97M-V functional and the def2-TZVPD basis).

Structure (XYZ):
```
20
C6H9N3O2 (the ωB97M-V functional and the def2-TZVPD basis)
C 1.939 1.778 -0.086
C 0.706 2.391 -0.049
C 1.787 0.436 0.229
C -0.155 0.289 0.083
C -2.490 -0.451 0.170
C -0.667 -2.039 -0.450
N -0.326 1.589 0.180
N 2.511 -0.652 0.405
N -0.999 -0.732 0.040
O 3.700 -0.540 0.118
O 1.981 -1.714 0.779
H 2.854 2.271 -0.397
H 0.450 3.386 -0.298
H -2.470 0.142 1.046
H -2.892 0.166 -0.679
H -3.082 -1.333 0.380
H 0.134 -2.510 0.234
H -1.533 -2.769 -0.398
H -0.296 -1.837 -1.423
H -1.153 2.130 0.115
```

Properties
- ΔE to the lowest compared entry with this formula, charge and spin (kcal/mol) = 183.79
- HOMO (hartree) = -0.2621
- multiplicity = 1

***

Record 2
Entry from the Open Molecules 2025 dataset: C34H35N7S2Ti as an isolated structure (the ωB97M-V functional and the def2-TZVPD basis).

Structure (XYZ):
```
79
C34H35N7S2Ti (the ωB97M-V functional and the def2-TZVPD basis)
Ti 0.185 -0.500 0.381
C 0.196 -3.698 0.486
N 0.088 -2.674 -0.591
C 1.077 -3.053 -1.633
C -1.252 -2.656 -1.188
C -1.876 -3.815 -1.626
C -3.128 -3.754 -2.217
C -3.750 -2.525 -2.383
C -3.132 -1.361 -1.959
C -1.874 -1.416 -1.361
N -1.190 -0.266 -0.878
C -1.899 0.999 -0.876
C -3.031 1.124 -0.074
C -3.673 2.344 0.045
C -3.176 3.442 -0.643
C -2.071 3.311 -1.465
C -1.415 2.089 -1.608
N -0.301 1.917 -2.468
C -0.678 1.246 -3.709
C 0.482 3.112 -2.734
H -0.164 -4.667 0.141
H 1.242 -3.788 0.765
H -0.375 -3.401 1.364
H 0.963 -4.109 -1.888
H 0.908 -2.464 -2.530
H 2.083 -2.882 -1.250
H -1.390 -4.775 -1.518
H -3.612 -4.660 -2.554
H -4.722 -2.468 -2.851
H -3.620 -0.409 -2.104
H -3.398 0.260 0.465
H -4.549 2.439 0.672
H -3.665 4.402 -0.557
H -1.717 4.172 -2.016
H -1.342 1.860 -4.329
H 0.216 1.030 -4.298
H -1.192 0.306 -3.495
H -0.009 3.815 -3.418
H 0.698 3.630 -1.801
H 1.426 2.816 -3.197
S -0.290 2.857 3.269
C 0.949 3.395 2.224
C 1.211 2.496 1.230
C 0.404 1.328 1.304
C -0.469 1.407 2.373
C -1.452 0.380 2.690
C -2.436 0.508 3.663
C -3.367 -0.502 3.816
C -3.312 -1.612 2.983
C -2.305 -1.679 2.041
N -1.379 -0.721 1.911
H 1.409 4.356 2.385
H 1.942 2.674 0.452
H -2.480 1.395 4.279
H -4.141 -0.420 4.567
H -4.034 -2.412 3.051
H -2.243 -2.512 1.352
C 2.964 -0.026 4.622
N 3.377 0.296 3.258
C 4.307 1.258 2.918
C 4.386 1.288 1.577
N 3.487 0.338 1.098
C 2.874 -0.261 2.149
S 1.738 -1.534 2.130
C 3.306 0.079 -0.284
C 4.427 0.051 -1.094
C 4.252 -0.072 -2.464
C 2.968 -0.151 -2.971
C 1.907 -0.134 -2.083
N 2.056 -0.053 -0.754
H 3.745 0.310 5.297
H 2.838 -1.101 4.712
H 2.026 0.480 4.843
H 4.820 1.832 3.668
H 4.961 1.905 0.912
H 5.411 0.111 -0.653
H 5.114 -0.104 -3.116
H 2.778 -0.229 -4.031
H 0.886 -0.191 -2.422
```

Properties
- net charge = +2
- ΔE to the lowest compared entry with this formula, charge and spin (kcal/mol) = 0.00
- HOMO (hartree) = -0.4784
- multiplicity = 1

***

Record 3
Entry from the Open Molecules 2025 dataset: a 6-piece molecular cluster, C47H101N5O6 overall at a distorted geometry (the ωB97M-V functional and the def2-TZVPD basis).

Structure (XYZ):
```
159
C47H101N5O6 (the ωB97M-V functional and the def2-TZVPD basis)
C -8.567 -16.621 20.460
C -7.151 -16.993 20.104
C -6.629 -15.873 19.056
C -6.069 -17.044 21.204
C -6.117 -18.287 22.086
C -5.927 -19.491 21.287
C -6.948 -19.598 20.122
C -6.163 -20.510 19.096
C -8.345 -20.193 20.658
N -7.198 -18.333 19.388
O -7.957 -18.402 18.317
H -8.606 -16.234 21.478
H -8.989 -15.854 19.810
H -9.245 -17.449 20.664
H -5.775 -16.310 18.539
H -7.229 -15.684 18.167
H -6.616 -14.851 19.436
H -5.076 -17.017 20.755
H -6.132 -16.272 21.971
H -5.201 -18.194 22.668
H -6.913 -18.417 22.819
H -5.966 -20.239 22.078
H -4.908 -19.537 20.904
H -5.719 -21.399 19.545
H -5.301 -19.898 18.829
H -6.728 -20.708 18.186
H -8.283 -21.046 21.333
H -9.059 -20.644 19.969
H -8.905 -19.499 21.284
H -8.822 -18.366 18.732
C -9.728 -5.855 16.588
C -8.876 -6.411 17.785
C -7.873 -5.280 18.254
C -9.963 -6.643 18.892
C -9.674 -7.696 19.894
C -9.270 -9.020 19.124
C -8.067 -8.768 18.181
C -6.785 -8.495 19.052
C -7.885 -10.083 17.280
N -8.299 -7.604 17.228
O -7.177 -7.311 16.475
H -10.702 -6.302 16.386
H -9.866 -4.779 16.687
H -9.168 -5.972 15.660
H -7.404 -5.873 19.039
H -7.116 -5.038 17.508
H -8.336 -4.514 18.877
H -10.042 -5.730 19.483
H -10.980 -6.806 18.537
H -9.129 -7.319 20.759
H -10.667 -7.850 20.317
H -10.118 -9.376 18.539
H -9.002 -9.770 19.868
H -6.204 -9.326 19.451
H -7.132 -7.890 19.890
H -6.072 -7.862 18.524
H -8.779 -10.431 16.762
H -7.565 -10.944 17.867
H -7.077 -9.919 16.567
H -7.134 -8.043 15.856
C -13.188 -17.267 21.275
C -12.841 -16.604 22.611
C -12.381 -17.576 23.662
C -11.560 -15.727 22.423
C -11.770 -14.427 21.882
C -12.814 -13.702 22.677
C -14.258 -14.427 22.841
C -15.063 -13.603 23.757
C -14.880 -14.219 21.354
N -13.962 -15.859 23.197
O -15.134 -16.598 23.474
H -12.389 -17.749 20.711
H -13.842 -18.120 21.454
H -13.707 -16.604 20.582
H -13.046 -18.433 23.768
H -11.383 -17.957 23.446
H -12.435 -17.074 24.628
H -11.022 -15.612 23.364
H -10.837 -16.127 21.712
H -10.811 -13.911 21.825
H -12.126 -14.447 20.852
H -13.022 -12.713 22.270
H -12.348 -13.568 23.653
H -15.983 -14.187 23.765
H -15.359 -12.589 23.486
H -14.555 -13.667 24.719
H -14.316 -14.463 20.454
H -15.190 -13.181 21.234
H -15.731 -14.826 21.043
H -14.886 -16.823 24.373
C -11.192 -15.695 11.450
C -12.457 -16.533 11.604
C -13.563 -16.134 10.552
C -12.093 -18.046 11.174
C -11.573 -18.847 12.313
C -12.780 -18.904 13.324
C -13.078 -17.530 13.972
C -14.473 -17.622 14.596
C -12.108 -17.237 15.105
N -13.061 -16.491 12.946
O -13.533 -15.265 13.335
H -10.457 -16.063 12.165
H -10.841 -15.807 10.424
H -11.420 -14.648 11.648
H -14.562 -16.565 10.609
H -13.788 -15.077 10.699
H -13.042 -16.142 9.594
H -12.895 -18.634 10.728
H -11.285 -17.879 10.462
H -11.268 -19.872 12.101
H -10.703 -18.313 12.695
H -12.432 -19.528 14.147
H -13.566 -19.470 12.823
H -14.596 -16.721 15.197
H -14.577 -18.466 15.277
H -15.218 -17.650 13.800
H -12.251 -17.775 16.042
H -12.449 -16.252 15.426
H -11.051 -17.214 14.839
H -14.396 -15.199 12.919
C -7.181 -16.838 14.815
C -6.680 -17.949 13.981
C -7.922 -18.846 13.471
C -6.089 -17.509 12.645
C -4.570 -17.145 12.807
C -3.749 -18.227 13.461
C -4.347 -18.585 14.897
C -3.681 -20.030 15.213
C -4.058 -17.536 15.903
N -5.792 -18.887 14.769
O -6.290 -19.508 15.904
H -6.441 -16.045 14.917
H -8.157 -16.528 14.442
H -7.452 -17.050 15.849
H -8.521 -19.080 14.351
H -8.447 -18.238 12.734
H -7.591 -19.793 13.046
H -6.291 -18.255 11.877
H -6.588 -16.575 12.387
H -4.015 -16.897 11.902
H -4.489 -16.205 13.353
H -2.871 -17.622 13.685
H -3.392 -18.970 12.747
H -4.031 -20.334 16.199
H -2.596 -20.079 15.124
H -4.064 -20.756 14.495
H -4.546 -17.788 16.844
H -4.365 -16.520 15.657
H -2.993 -17.420 16.106
H -6.481 -18.770 16.489
C -9.702 -14.405 16.776
C -9.440 -13.240 17.735
O -10.095 -13.562 18.924
H -10.743 -14.594 16.515
H -9.229 -15.316 17.143
H -9.180 -14.305 15.824
H -9.982 -12.416 17.272
H -8.451 -12.797 17.856
H -10.513 -12.724 19.135
```

Properties
- structure (SMILES) = CC1(C)CCCC(C)(C)N1O.CC1(C)CCCC(C)(C)N1O.CC1(C)CCCC(C)(C)N1O.CC1(C)CCCC(C)(C)N1O.CC1(C)CCCC(C)(C)N1O.CCO
- ΔE to the lowest compared entry with this formula, charge and spin (kcal/mol) = 213.36
- HOMO (hartree) = -0.2874
- multiplicity = 1

***

What is the HOMO in the third record?
-0.2874 hartree